Below is a cluster of 5 separate species, C38H85F4NO20P4 in total in a non-equilibrium geometry, with properties calculated with ωB97M-V/def2-TZVPD.

```
152
Properties=species:S:1:pos:R:3:mulliken_charge:R:1
C 4.74 -6.51 1.61 -1.34
C 3.42 -5.74 1.69 -0.33
C 3.63 -4.29 2.18 -1.02
C 2.75 -3.25 1.49 -0.51
C 2.99 -3.13 -0.02 -0.51
C 1.86 -2.43 -0.79 -1.17
C 1.15 -1.30 -0.03 0.52
C 0.53 -0.29 -1.00 -2.04
C -0.75 0.39 -0.46 2.15
C -1.90 0.07 -1.40 -1.84
O -3.14 0.41 -0.82 0.04
C -4.20 -0.01 -1.68 -0.79
C -5.53 0.54 -1.22 -0.82
C -5.99 -0.06 0.12 0.13
C -7.33 0.56 0.53 -0.84
C -7.80 0.26 1.95 -0.58
O -6.70 -0.08 2.81 -0.11
C -7.07 -0.58 4.01 0.60
C -6.25 -1.76 4.43 -0.94
O -7.95 -0.11 4.64 -0.56
O -0.68 1.80 -0.42 -0.48
C -0.42 2.42 0.83 2.11
C 0.96 2.13 1.45 -1.18
C 2.20 2.75 0.80 -1.31
N 2.26 2.72 -0.67 -0.39
C -0.47 3.92 0.52 -1.49
C -1.88 4.37 0.05 -0.43
C -2.62 5.27 1.03 -0.36
F -3.95 4.82 1.13 -0.35
C -1.55 2.13 1.87 -0.46
C -1.18 1.10 2.95 -0.75
C -2.39 0.47 3.55 0.70
F -3.26 1.35 4.02 -0.28
F -3.03 -0.30 2.67 -0.22
F -2.05 -0.35 4.56 -0.34
H 5.15 -6.58 2.62 0.33
H 5.45 -5.98 0.98 0.34
H 4.59 -7.52 1.22 0.36
H 2.90 -5.78 0.73 0.36
H 2.78 -6.26 2.41 0.33
H 3.44 -4.28 3.25 0.40
H 4.68 -4.01 2.03 0.39
H 3.00 -2.28 1.93 0.31
H 1.69 -3.41 1.71 0.33
H 3.92 -2.58 -0.17 0.32
H 3.12 -4.13 -0.44 0.40
H 1.14 -3.15 -1.19 0.31
H 2.32 -1.95 -1.66 0.33
H 0.39 -1.72 0.62 0.36
H 1.90 -0.80 0.59 0.00
H 0.24 -0.88 -1.88 0.70
H 1.26 0.44 -1.35 0.23
H -1.01 -0.08 0.49 -0.34
H -1.89 -1.00 -1.65 0.48
H -1.77 0.68 -2.31 0.45
H -4.23 -1.11 -1.64 0.35
H -3.97 0.33 -2.69 0.37
H -5.54 1.63 -1.20 0.39
H -6.28 0.22 -1.96 0.41
H -5.21 0.10 0.86 0.03
H -6.13 -1.13 -0.05 0.13
H -7.30 1.63 0.36 0.42
H -8.11 0.16 -0.13 0.30
H -8.28 1.15 2.36 0.24
H -8.52 -0.56 1.96 0.43
H -5.30 -1.44 4.84 0.21
H -6.81 -2.36 5.14 0.34
H -6.04 -2.37 3.55 0.30
H 0.92 2.55 2.45 0.59
H 1.11 1.05 1.58 0.00
H 2.36 3.76 1.17 0.42
H 3.06 2.18 1.17 0.47
H 2.91 2.03 -1.01 0.21
H 2.47 3.63 -1.06 0.18
H 0.21 4.17 -0.28 0.37
H -0.22 4.50 1.41 0.56
H -1.74 4.95 -0.87 0.54
H -2.50 3.53 -0.23 -0.03
H -2.21 5.22 2.03 0.28
H -2.70 6.30 0.67 0.33
H -1.74 3.06 2.40 0.28
H -2.43 1.79 1.33 -0.01
H -0.66 1.60 3.77 0.54
H -0.52 0.31 2.60 0.12
C 9.04 -13.43 1.66 -0.76
O 8.30 -12.40 1.00 -0.29
P 8.10 -10.92 1.71 1.07
O 6.83 -11.22 2.44 -0.68
O 7.88 -10.16 0.31 -0.27
C 7.08 -10.77 -0.70 -0.58
O 8.45 -9.50 2.42 -0.28
C 8.91 -9.53 3.79 -0.74
H 9.03 -14.30 1.02 0.23
H 10.08 -13.13 1.82 0.33
H 8.57 -13.68 2.62 0.34
H 6.26 -11.34 -0.27 0.35
H 7.69 -11.42 -1.32 0.15
H 6.67 -9.98 -1.33 0.25
H 9.75 -10.21 3.92 0.32
H 8.09 -9.83 4.44 0.33
H 9.23 -8.53 4.04 0.24
C -5.01 7.98 1.83 -0.67
O -5.70 8.89 0.95 -0.20
P -5.76 10.44 1.33 0.96
O -6.90 10.71 2.20 -0.66
O -5.92 10.98 -0.17 -0.33
C -7.02 10.53 -0.96 -0.59
O -4.55 11.42 1.62 -0.23
C -3.85 11.25 2.87 -0.66
H -5.08 6.99 1.41 0.19
H -3.96 8.26 1.92 0.26
H -5.48 7.99 2.82 0.38
H -7.92 10.39 -0.36 0.34
H -6.76 9.60 -1.46 0.25
H -7.21 11.29 -1.71 0.15
H -3.52 10.22 3.02 0.29
H -4.49 11.56 3.69 0.30
H -2.97 11.89 2.83 0.24
C -7.74 14.85 -2.49 -0.80
O -7.59 14.66 -3.91 -0.21
P -8.90 14.66 -4.83 0.96
O -9.48 13.31 -4.88 -0.63
O -8.18 15.13 -6.17 -0.36
C -7.10 14.36 -6.69 -0.66
O -10.01 15.78 -4.95 -0.26
C -10.92 15.94 -3.84 -0.63
H -6.75 14.82 -2.05 0.25
H -8.19 15.82 -2.27 0.34
H -8.35 14.05 -2.07 0.36
H -7.26 13.29 -6.53 0.34
H -6.16 14.66 -6.23 0.25
H -7.05 14.56 -7.76 0.23
H -10.39 16.06 -2.90 0.28
H -11.59 15.08 -3.79 0.30
H -11.50 16.84 -4.04 0.24
C 13.62 -12.66 -4.07 -0.76
O 12.76 -13.77 -3.76 -0.28
P 11.60 -13.57 -2.67 1.00
O 12.13 -13.83 -1.33 -0.66
O 10.64 -14.70 -3.24 -0.34
C 11.11 -16.05 -3.34 -0.69
O 10.45 -12.49 -2.66 -0.17
C 10.81 -11.13 -2.36 -0.71
H 14.33 -13.00 -4.82 0.24
H 13.06 -11.82 -4.48 0.33
H 14.17 -12.34 -3.18 0.34
H 11.78 -16.29 -2.52 0.34
H 11.62 -16.19 -4.30 0.25
H 10.24 -16.70 -3.31 0.24
H 11.63 -10.78 -3.00 0.32
H 11.11 -11.04 -1.32 0.32
H 9.94 -10.51 -2.54 0.23
```

SMILES string   CCCCCCCC[C@H](COCCCCCOC(C)=O)O[C@@](CCN)(CCCF)CCC(F)(F)F.COP(=O)(OC)OC.COP(=O)(OC)OC.COP(=O)(OC)OC.COP(=O)(OC)OC
DFT total energy   -131254.3176 eV
Frontier orbital gap   0.3029 Ha
Spin multiplicity   1
Net charge   0